Record 1
DFT (ωB97M-V/def2-TZVPD) results for C4H5NOS2 in the gas phase in a non-equilibrium geometry.

CARTESIAN COORDINATES (ANGSTROEM)
S1 -1.347 -1.967 0.060
S2 1.350 -0.810 -0.048
O1 -0.689 0.679 0.053
N1 1.856 0.752 -0.280
C1 -2.048 2.503 0.085
C2 -2.056 1.193 -0.068
C3 -0.356 -0.605 -0.028
C4 3.121 1.029 0.129
H1 3.437 2.086 -0.055
H2 -1.023 2.955 0.502
H3 -2.891 0.558 -0.401
H4 -3.003 3.169 -0.174
H5 3.978 0.246 0.757

Output
HOMO-LUMO gap, eV: 8.6
Energy above the lowest of the compared OMol25 structures with the same formula, charge and spin, kcal per mole: 90.8
SMILES: C=COC(=S)SN=C
Energy, a.u.: -1081.648629

---

Record 2
DFT (ωB97M-V/def2-TZVPD) results for a molecular structure, C34H28Co2NO7 in a non-equilibrium geometry.

CARTESIAN COORDINATES (ANGSTROEM)
Co1 -4.381 -3.429 5.952
Co2 -3.275 -4.793 3.248
O1 -1.571 -2.652 6.542
O2 -4.004 -7.274 1.875
O3 -5.505 -1.104 4.515
O4 -0.383 -4.584 3.894
O5 -4.236 -2.512 1.642
O6 -6.000 -4.160 8.305
O7 -2.213 -0.463 -5.167
N1 0.939 -1.410 2.045
C1 -7.426 -5.729 1.724
C2 -5.026 -4.664 4.448
C3 -1.690 -0.825 -3.916
C4 1.289 -0.384 3.054
C5 0.317 -1.802 -0.258
C6 -3.674 -6.312 2.388
C7 2.464 -2.484 3.594
C8 -2.402 -0.897 -2.712
C9 -0.395 -1.514 -1.501
C10 -7.323 -7.494 3.333
C11 -1.492 -4.652 3.645
C12 -3.842 -3.379 2.267
C13 -2.567 2.146 1.136
C14 -2.645 -2.954 6.315
C15 -1.773 0.046 1.950
C16 -7.824 -6.980 2.152
C17 -5.066 -1.995 5.069
C18 0.171 -1.104 0.909
C19 0.310 -1.467 -2.715
C20 -1.769 -1.228 -1.539
C21 -0.324 -1.121 -3.883
C22 -2.673 1.085 2.014
C23 -5.371 -3.876 7.398
C24 -3.881 -6.522 5.762
C25 1.790 -2.616 2.212
C26 -0.631 1.145 0.151
C27 2.312 -1.007 4.013
C28 -0.759 0.040 0.999
C29 -6.465 -6.738 4.107
C30 -6.044 -5.476 3.693
C31 -6.560 -4.976 2.502
C32 -3.821 -5.230 5.102
C33 -1.535 2.183 0.218
C34 -3.577 -0.138 -5.199
H1 -2.314 -1.260 -0.612
H2 1.056 -2.590 -0.286
H3 -4.024 -7.412 5.174
H4 0.227 -1.033 -4.807
H5 3.266 -0.475 3.963
H6 0.171 1.169 -0.566
H7 -3.500 -6.630 6.770
H8 3.514 -2.806 3.570
H9 1.161 -3.514 2.149
H10 -7.746 -5.376 0.753
H11 -1.850 -0.791 2.626
H12 -1.446 3.020 -0.456
H13 -6.240 -3.998 2.166
H14 0.374 -0.074 3.561
H15 -8.556 -7.542 1.589
H16 -6.120 -7.127 5.043
H17 -7.576 -8.502 3.623
H18 1.678 0.490 2.526
H19 -3.282 2.951 1.179
H20 -3.452 -0.666 -2.701
H21 -3.792 0.675 -4.510
H22 1.959 -3.135 4.318
H23 -4.170 -1.016 -4.953
H24 1.974 -0.927 5.050
H25 -3.824 0.185 -6.209
H26 2.526 -2.663 1.399
H27 -3.472 1.054 2.738
H28 1.373 -1.643 -2.719

Output
HOMO-LUMO gap, eV: 5.5
Energy above the lowest of the compared OMol25 structures with the same formula, charge and spin, kcal per mole: 5.3
Energy, a.u.: -4659.272373
Net charge: -1

---

Record 3
DFT (ωB97M-V/def2-TZVPD) results for C5H10O2 in the gas phase in a non-equilibrium geometry.

CARTESIAN COORDINATES (ANGSTROEM)
O1 -0.980 -1.191 2.439
O2 1.035 -0.375 1.920
C1 1.296 0.980 -1.293
C2 -0.382 -1.255 0.162
C3 0.006 -0.864 1.551
C4 -0.054 1.203 -0.610
C5 -0.979 0.003 -0.584
H1 -0.558 2.052 -1.090
H2 0.062 1.622 0.394
H3 -1.894 0.256 -0.047
H4 -1.191 -0.383 -1.578
H5 2.028 1.702 -0.952
H6 -1.188 -1.978 0.167
H7 1.171 1.003 -2.377
H8 0.471 -1.593 -0.414
H9 -0.556 -1.198 3.311
H10 1.713 0.015 -0.998

Output
HOMO-LUMO gap, eV: 11.3
Energy above the lowest of the compared OMol25 structures with the same formula, charge and spin, kcal per mole: 11.1
SMILES: CCCCC(=O)O
Energy, a.u.: -347.007715

---

Record 4
DFT (ωB97M-V/def2-TZVPD) results for a molecular structure, C5H6O2S in a non-equilibrium geometry.

CARTESIAN COORDINATES (ANGSTROEM)
S1 3.476 -0.737 -0.024
O1 0.893 2.019 -0.479
O2 0.817 -0.721 -0.239
C1 -1.555 -1.267 -0.158
C2 -0.452 -0.288 -0.463
C3 1.584 1.265 0.226
C4 1.858 -0.094 0.101
C5 -1.676 0.192 0.546
H1 -1.537 0.183 1.765
H2 -2.436 1.101 -0.134
H3 -0.236 0.335 -1.475
H4 -2.152 -1.614 -1.070
H5 -1.043 -2.119 0.491
H6 2.459 1.746 0.914

Output
HOMO-LUMO gap, eV: 7.9
Energy above the lowest of the compared OMol25 structures with the same formula, charge and spin, kcal per mole: 137.5
Energy, a.u.: -742.565746

---

Record 5
DFT (ωB97M-V/def2-TZVPD) results for a molecular structure, C18H19INO6RbSTe in a non-equilibrium geometry.

CARTESIAN COORDINATES (ANGSTROEM)
I1 3.059 3.446 -2.681
Te1 2.031 0.851 -0.040
Rb1 -0.345 1.709 -2.865
S1 -0.993 -2.403 -3.600
O1 -1.860 3.077 -4.515
O2 -2.514 3.067 -1.845
O3 -0.329 2.693 -0.470
O4 -3.924 3.889 -4.955
O5 -1.331 1.364 1.028
O6 -1.321 -0.412 -1.467
N1 -1.796 -1.584 -1.174
C1 2.566 -1.201 4.684
C2 -2.803 -4.058 -0.432
C3 4.311 -0.676 3.119
C4 -1.689 -2.631 -2.080
C5 -1.317 2.138 -0.059
C6 -2.389 -1.763 0.026
C7 -3.046 3.365 -4.248
C8 3.902 -0.926 4.426
C9 3.739 -0.316 0.671
C10 3.406 -0.714 2.068
C11 -3.548 2.941 -2.812
C12 1.655 -1.255 3.637
C13 -2.671 2.275 -0.708
C14 2.056 -1.041 2.317
C15 1.152 -0.996 1.161
C16 -2.906 -2.968 0.434
C17 3.752 2.255 -0.989
C18 -2.202 -3.878 -1.654
H1 -4.409 3.562 -2.545
H2 4.592 1.689 -1.397
H3 0.099 -1.054 1.444
H4 -0.404 1.186 1.282
H5 -3.013 1.263 -0.955
H6 -3.875 1.895 -2.887
H7 4.137 2.998 -0.289
H8 4.661 0.262 0.622
H9 -3.370 -3.049 1.408
H10 -3.374 2.714 0.016
H11 1.355 -1.798 0.446
H12 0.610 -1.462 3.843
H13 3.837 -1.182 0.010
H14 -3.187 -5.030 -0.144
H15 -2.405 -0.880 0.648
H16 2.236 -1.366 5.704
H17 4.619 -0.883 5.239
H18 5.348 -0.416 2.928
H19 -2.098 -4.698 -2.349

Output
HOMO-LUMO gap, eV: 5.7
Energy above the lowest of the compared OMol25 structures with the same formula, charge and spin, kcal per mole: 0.0
Energy, a.u.: -2191.500156
Net charge: -2

---

Question: Look up the energy above the lowest of the compared OMol25 structures with the same formula, charge and spin of the first one.
Answer: 90.8 kcal per mole

---

Question: Look up the energy above the lowest of the compared OMol25 structures with the same formula, charge and spin of the first one.
Answer: 90.8 kcal per mole

---

Question: Look up the energy above the lowest of the compared OMol25 structures with the same formula, charge and spin of the second one.
Answer: 5.3 kcal per mole

---

Question: Number 4 is which compound?
Answer: C5H6O2S